Here is a cluster of 26 separate species, C26H104N52O26 in total at a distorted geometry from OMol25. Energies are from the ωB97M-V functional and the def2-TZVPD basis.

Highest occupied orbital energy (eV): -7.89
LUMO level (eV): -1.563
Kohn-Sham gap (hartree): 0.232
Energy above the lowest of the compared OMol25 structures with the same formula, charge and spin (kcal/mol): 429.6
Electronic energy (eV): -159385.532

Geometry as XYZ:
```
208
C26H104N52O26 the ωB97M-V functional and the def2-TZVPD basis
C -2.47369 3.72230 0.53419
O -1.56703 4.46412 0.81565
N -3.68542 4.07241 0.65395
N -2.30251 2.53415 0.02613
H -4.34628 3.37279 0.34752
H -3.75403 5.05349 0.88391
H -1.40291 2.10091 -0.12594
H -3.19184 2.12912 -0.22910
C -2.02280 -5.50499 4.42630
O -2.04096 -4.75181 5.35992
N -3.04987 -6.10572 3.91965
N -1.06494 -5.51473 3.52340
H -3.93974 -5.97510 4.37918
H -2.97147 -6.80624 3.19631
H -1.06107 -6.07570 2.68352
H -0.28955 -4.90308 3.73493
C -2.80632 -4.06736 0.64319
O -3.98887 -3.91766 0.50004
N -2.03113 -4.86009 -0.16895
N -2.11149 -3.43388 1.52240
H -1.06232 -4.88859 0.11512
H -2.44102 -5.13467 -1.05025
H -2.48534 -2.77139 2.18682
H -1.11684 -3.60476 1.56207
C 1.60645 -5.50221 1.58133
O 0.82823 -4.61895 1.21032
N 1.25020 -6.75028 1.73900
N 2.85508 -5.17281 1.69197
H 1.70580 -7.49355 2.24898
H 0.27369 -6.92242 1.54695
H 3.45712 -5.97986 1.77146
H 3.11132 -4.25733 1.35089
C -3.37002 3.52903 -4.44780
O -3.10539 2.67949 -5.29508
N -4.41994 4.27152 -4.50199
N -2.60214 3.72822 -3.47465
H -4.72422 4.65767 -3.61973
H -5.01273 4.37151 -5.31361
H -1.92621 2.98821 -3.34978
H -2.54998 4.61404 -2.99226
C -6.23688 1.83979 5.40935
O -6.91662 2.22417 6.30980
N -6.49948 0.68119 4.91506
N -5.33324 2.45918 4.83687
H -6.08531 0.13781 4.17123
H -7.27072 0.28955 5.43650
H -4.74120 2.04120 4.13339
H -5.39376 3.44985 5.02397
C -1.48715 0.64175 -2.82056
O -2.09468 0.27421 -1.82425
N -0.53771 1.58847 -2.87565
N -1.81300 0.17579 -3.93625
H -0.02374 1.94946 -2.08469
H -0.09299 1.77011 -3.76409
H -2.74941 -0.19081 -3.84230
H -1.26855 0.46569 -4.73603
C 3.86918 5.18795 -0.24843
O 4.55553 6.00852 -0.82533
N 2.93457 5.56715 0.52883
N 4.01149 3.94676 -0.38099
H 2.92944 6.53800 0.80729
H 2.71572 4.75926 1.09406
H 4.81961 3.61091 -0.88521
H 3.26111 3.34482 -0.07324
C 0.15952 2.13806 5.54279
O -0.72411 2.56506 6.31342
N 0.64977 2.93929 4.68083
N 0.75134 0.93777 5.67561
H 0.47928 3.87638 5.01682
H 1.41878 2.67958 4.07978
H 1.49289 0.63915 5.05832
H 0.39912 0.27279 6.34928
C 1.15178 2.51185 -5.83092
O 0.73914 1.55944 -5.16241
N 2.31077 2.56439 -6.38218
N 0.60321 3.61147 -6.14643
H 2.91377 1.77896 -6.18319
H 2.65978 3.32520 -6.94740
H 0.81736 3.89388 -7.09220
H -0.32033 3.76615 -5.76793
C -5.77157 0.07556 -3.30233
O -5.80640 -0.55856 -4.30635
N -5.95234 -0.38692 -2.11941
N -5.39135 1.28587 -3.35234
H -6.24829 -1.32548 -1.89226
H -5.87985 0.28414 -1.36806
H -4.89744 1.25436 -4.23277
H -5.34551 1.98909 -2.62882
C 1.09837 2.66632 0.32565
O 0.69645 3.06175 -0.78595
N 0.53506 2.93349 1.39930
N 2.18833 2.05466 0.47679
H -0.14287 3.68199 1.38349
H 0.87169 2.49621 2.24521
H 2.25851 1.75981 1.44024
H 2.79282 1.59191 -0.18695
C 5.63303 1.37079 -2.48232
O 5.73734 2.56061 -2.26412
N 6.67687 0.58861 -2.74599
N 4.49265 0.75952 -2.50307
H 7.58095 1.00734 -2.58047
H 6.64683 -0.41840 -2.67435
H 4.57433 -0.24426 -2.57958
H 3.59930 1.21999 -2.40318
C 4.19256 -1.35509 0.46069
O 3.40938 -0.87750 -0.33254
N 5.36889 -0.99779 0.53231
N 3.89387 -2.30209 1.31860
H 6.00829 -1.39498 1.20574
H 5.63406 -0.55292 -0.33480
H 2.95597 -2.24172 1.68845
H 4.63459 -2.52681 1.96740
C -2.59760 -3.39544 -3.60287
O -3.14695 -4.46046 -3.74320
N -1.86587 -2.70008 -4.50424
N -2.76777 -2.62762 -2.60900
H -1.22971 -2.01386 -4.12409
H -1.63689 -3.13407 -5.38702
H -3.40375 -2.80857 -1.84554
H -2.37474 -1.69727 -2.60015
C 4.45741 -0.98115 -5.73640
O 4.44619 0.25480 -6.09345
N 3.53575 -1.67580 -5.17760
N 5.52437 -1.65892 -6.01050
H 3.53140 -2.67762 -5.04937
H 2.72182 -1.13085 -4.93133
H 5.40512 -2.65083 -5.86220
H 6.28420 -1.27076 -6.55097
C 0.74646 -2.16744 4.84933
O -0.39274 -1.59537 4.81492
N 1.29247 -2.99716 3.97320
N 1.50459 -2.00695 5.87795
H 0.81113 -3.21780 3.11312
H 2.16703 -3.47558 4.13548
H 2.23148 -2.66368 6.12383
H 1.38024 -1.27659 6.56438
C 5.75578 -3.22473 -2.59303
O 5.77225 -2.02464 -2.69205
N 6.81996 -3.90043 -2.72641
N 4.75505 -3.93602 -2.17553
H 6.80235 -4.90935 -2.76964
H 7.42823 -3.40554 -3.36297
H 4.86763 -4.93898 -2.21419
H 3.85106 -3.52502 -1.99124
C 6.76278 2.39115 1.83169
O 7.87385 1.93317 1.50664
N 6.55620 3.38833 2.61755
N 5.60281 1.89389 1.40005
H 7.38259 3.89350 2.90391
H 5.69514 3.91582 2.63836
H 4.72467 2.18501 1.80531
H 5.63858 1.06817 0.81953
C -3.21284 -0.56710 3.18815
O -4.13578 -0.00728 2.59626
N -3.26590 -1.75527 3.71512
N -2.06530 0.12527 3.33817
H -2.44305 -1.95174 4.26686
H -4.12475 -2.28251 3.78233
H -1.87780 0.90715 2.72693
H -1.22060 -0.28349 3.71165
C 0.50382 5.88447 -2.63779
O 0.06531 6.73180 -3.39086
N 0.05484 5.70999 -1.36192
N 1.45181 5.01206 -2.85363
H -0.36930 6.47525 -0.85736
H 0.24781 4.91399 -0.77095
H 1.95376 4.96235 -3.72865
H 1.46698 4.19974 -2.25363
C 3.53277 1.00338 3.68727
O 2.89563 1.73055 2.97093
N 4.38495 1.52696 4.54247
N 3.56856 -0.31167 3.69276
H 4.44781 2.53281 4.60901
H 5.26277 1.04824 4.68514
H 4.09089 -0.83105 4.38379
H 3.16644 -0.80695 2.90976
C -6.31452 2.24490 -0.11334
O -5.32927 2.39156 -0.79897
N -7.42489 2.91358 -0.23650
N -6.19552 1.73885 1.08270
H -7.53105 3.23218 -1.18904
H -8.20910 3.06895 0.38072
H -5.36637 1.24357 1.37818
H -7.10790 1.52571 1.45983
C -7.24270 -1.50999 1.38213
O -7.45595 -0.93412 0.31143
N -7.85566 -1.19517 2.40357
N -6.30241 -2.41876 1.47939
H -8.54673 -0.48311 2.21510
H -7.84092 -1.85133 3.17125
H -6.23278 -3.06570 2.25186
H -5.49607 -2.42377 0.87120
C 0.22732 -0.65723 0.89179
O 1.01327 -1.11804 1.78941
N 0.67904 -0.28009 -0.25258
N -1.09095 -0.66831 0.83533
H 1.65835 -0.52707 -0.25945
H 0.16494 -0.32461 -1.12081
H -1.52906 -0.39196 -0.03172
H -1.59147 -0.77314 1.70630
C 1.09297 -3.23538 -2.30980
O 0.62639 -2.15249 -2.56689
N 1.69491 -3.50568 -1.15657
N 1.33707 -4.11424 -3.17154
H 2.01131 -4.44070 -0.94277
H 1.40430 -2.92365 -0.38399
H 1.07573 -3.91885 -4.12738
H 2.11767 -4.74363 -3.05062
```

Atomic partial charges in e from the Löwdin method, atoms 1 to 6:
1 C -0.792
2 O 0.008
3 N 0.206
4 N 0.225
5 H 0.060
6 H 0.137


Here is the molecule C6H9NO at a distorted geometry from OMol25. Energies are from the ωB97M-V functional and the def2-TZVPD basis.

Highest occupied orbital energy (spin up / spin down) (eV): -6.92 / -7.09
LUMO level (spin up / spin down) (eV): -0.081 / 0.042
SMILES string: C=C(/C=C/N)C(C)=O
Kohn-Sham gap (spin up / spin down) (hartree): 0.251 / 0.262
Energy above the lowest of the compared OMol25 structures with the same formula, charge and spin (kcal/mol): 120.1
Electronic energy (eV): -9900.396

Geometry as XYZ:
```
17
C6H9NO the ωB97M-V functional and the def2-TZVPD basis
C 1.33446 -1.76684 0.86551
C 0.28514 -1.07759 0.42279
C -1.06476 -1.14669 0.21197
C -1.51300 0.09700 -0.29436
N -2.36960 0.93842 0.36011
C 0.55447 0.70905 0.12238
C 1.48010 0.93494 -1.05907
O 0.53048 1.46738 1.06517
H 2.19323 -2.05601 0.27233
H 1.50484 -2.01241 1.90740
H -1.65754 -2.05693 0.22342
H -1.47312 0.22229 -1.37138
H -2.23396 1.01656 1.35758
H -2.76795 1.74073 -0.09845
H 1.47086 1.99017 -1.33649
H 1.22572 0.29370 -1.90252
H 2.50063 0.70621 -0.74638
```

Atomic partial charges in e from the natural (NBO) method, atoms 1 to 6:
1 C -0.426
2 C -0.027
3 C -0.309
4 C 0.037
5 N -0.761
6 C 0.508


Here is a cluster of 2 separate species, C4H12 in total at a distorted geometry from OMol25. Energies are from the ωB97M-V functional and the def2-TZVPD basis.

Total charge: -1
Highest occupied orbital energy (spin up / spin down) (eV): 1.48 / -7.25
LUMO level (spin up / spin down) (eV): 4.160 / 4.264
2S+1: 2
Kohn-Sham gap (spin up / spin down) (hartree): 0.099 / 0.423
Energy above the lowest of the compared OMol25 structures with the same formula, charge and spin (kcal/mol): 33.4
Electronic energy (eV): -4339.590

Geometry as XYZ:
```
16
C4H12 the ωB97M-V functional and the def2-TZVPD basis
C -1.69003 -0.63088 0.79231
C -2.60275 -0.71326 1.97196
H -1.75099 0.38645 0.20007
H -0.62412 -0.82556 1.03917
H -1.81981 -1.52731 0.08134
H -2.01637 -1.23209 2.82845
H -3.52889 -1.29585 1.80814
H -3.00235 0.24272 2.34815
C 1.64791 1.13429 -0.94604
C 2.66893 0.25494 -1.79164
H 1.47426 1.03642 0.16021
H 1.84641 2.14485 -0.95109
H 0.63942 0.71597 -1.42913
H 3.20099 0.94699 -2.47938
H 2.11802 -0.50665 -2.52014
H 3.31908 -0.35645 -1.24539
```

Atomic partial charges in e from the natural (NBO) method, atoms 1 to 6:
1 C -0.935
2 C -0.684
3 H 0.197
4 H 0.201
5 H 0.189
6 H 0.191